Entry 1:
A molecular structure, C20H15Br2N6O2S4SbTi. Source: OMol25; level of theory: the ωB97M-V functional and the def2-TZVPD basis.

XYZ file:
```
51
Properties=species:S:1:pos:R:3
C -3.039 -0.770 0.363
H 3.320 3.737 3.095
C -3.003 3.420 0.065
C -2.798 -3.536 0.295
N 1.695 2.492 2.953
N -1.879 1.303 0.169
C -4.280 1.403 0.406
C -2.488 -0.152 3.706
C -1.881 2.634 0.025
H -2.339 0.917 3.644
N -0.152 1.018 2.514
Sb 3.407 -1.201 -0.159
H -4.586 -0.004 4.096
H -2.678 -4.608 0.258
C -1.420 -1.012 3.492
C -4.205 -1.580 0.449
H -0.712 -3.086 0.170
C -3.077 0.651 0.326
H -3.007 -3.979 3.803
H -2.944 4.490 -0.060
H -5.184 -1.133 0.542
N -1.800 -1.357 0.287
C -4.069 -2.927 0.423
H -0.769 -3.057 3.365
S 4.731 -0.089 -1.632
Ti -0.142 0.048 0.399
S 1.094 -1.385 -1.347
C -2.857 -2.906 3.791
S 0.179 -0.417 3.127
H 3.988 3.512 0.694
O 0.686 -1.196 1.948
H -0.906 3.082 -0.130
H -5.363 -3.498 3.812
C -1.721 -2.697 0.242
N 1.285 1.579 0.813
C -3.745 -0.673 3.953
H -5.228 0.912 0.565
N -5.216 -2.580 4.200
C -4.227 2.753 0.282
O 1.018 -0.497 4.286
C 2.337 2.201 0.287
Br -5.600 -4.041 0.596
C 2.741 3.117 2.419
H 2.530 2.016 -0.764
H -5.976 -1.957 3.985
C -3.947 -2.052 3.974
S 0.221 0.412 -1.958
C -1.600 -2.389 3.551
C 3.116 3.012 1.088
C 1.011 1.732 2.109
Br -5.818 3.775 0.398
```

The calculation puts the HOMO-LUMO gap (alpha / beta) at 5.3 / 6.3 eV. Its multiplicity is 4. As for the total charge: -1. The value obtained for the calculated total energy is -247104.0534 eV. For the LUMO energy (alpha / beta), the calculation gives 1.99 / 1.84 eV.

***

Entry 2:
A molecular structure, C20H15ClHgIN2OS. Source: OMol25; level of theory: the ωB97M-V functional and the def2-TZVPD basis.

XYZ file:
```
42
Properties=species:S:1:pos:R:3
H 2.541 3.575 -2.220
C 1.792 -2.484 0.933
H -0.899 -3.302 -2.512
S 0.457 -0.933 -1.751
N 0.442 1.551 -0.502
H -2.206 -4.917 -1.149
C -0.669 2.230 -0.709
C -0.783 3.424 -1.448
C -1.752 -4.054 -0.678
C -3.154 3.376 -0.935
C -2.960 2.186 -0.216
C 1.563 2.057 -1.053
H 1.396 -0.713 3.768
H -1.355 -2.486 2.286
C -1.019 -3.150 -1.445
H 0.495 1.287 1.470
I -4.683 1.338 0.676
H -2.449 -4.513 1.313
O -1.359 0.521 0.521
H 3.026 0.732 2.630
H 3.864 0.118 0.401
C -0.448 -2.053 -0.813
H 0.600 -2.769 2.681
C -1.691 1.584 -0.090
C 2.710 -1.675 0.294
C -2.066 3.991 -1.549
C 2.688 -0.177 2.157
Cl -2.350 5.457 -2.426
H 3.066 -1.935 -0.689
C 1.606 3.222 -1.804
C 1.325 -2.142 2.186
H -4.143 3.814 -1.013
H 0.424 4.831 -2.590
H 1.437 -3.380 0.452
C -1.888 -3.833 0.687
H 2.457 1.473 -0.862
C 0.416 3.917 -2.006
C -1.282 -2.710 1.227
Hg 0.495 -0.135 0.563
C 1.769 -0.986 2.795
N -0.567 -1.817 0.513
C 3.154 -0.518 0.905
```

The calculation puts the HOMO-LUMO gap (alpha / beta) at 2.3 / 3.5 eV. Its multiplicity is 2. As for the total charge: -2. The value obtained for the calculated total energy is -61635.1389 eV. For the LUMO energy (alpha / beta), the calculation gives 4.36 / 4.36 eV.